{
  "formula": "C3H6O2",
  "method": "ωB97M-V/def2-TZVPD",
  "spin_multiplicity": 1,
  "smiles": "CC=O.C=O",
  "relative_energy_kcal_mol": 45.1,
  "charge": 0,
  "gap_ev": 10.654,
  "symbols": ["C", "C", "O", "H", "H", "H", "H", "C", "O", "H", "H"],
  "coordinates": [[0.41, 1.55, 0.77], [1.73, 0.87, 0.57], [2.12, 0.29, -0.41], [0.51, 2.62, 0.97], [-0.06, 1.05, 1.62], [-0.29, 1.50, -0.06], [2.39, 0.91, 1.47], [-1.94, -1.94, -0.44], [-2.20, -0.78, -0.67], [-1.64, -2.18, 0.59], [-1.97, -2.65, -1.28]]
}